{
  "formula": "C2H2N4O2",
  "method": "ωB97M-V/def2-TZVPD",
  "symbols": ["O", "O", "N", "N", "N", "N", "C", "C", "H", "H"],
  "coordinates": [[1.3011, 0.2530, -2.3886], [-0.4610, 0.4360, 2.7256], [0.9853, 0.7880, -1.0503], [0.1263, -0.5373, -2.8142], [0.2335, 0.2089, 1.4618], [-0.6132, -0.7839, -1.7774], [0.0237, -0.0956, -0.7233], [-0.5708, -0.1971, 0.5146], [-1.7907, -0.4594, 0.6868], [0.7657, 0.3874, 3.3651]],
  "forces_ev_per_angstrom": [[-3.5713, 0.8260, 0.9670], [7.0231, -1.0165, 0.8041], [-0.6535, -4.7586, -1.9304], [0.5813, -0.2186, 2.8949], [-2.8946, -0.3015, 0.3750], [3.8378, 1.6698, -2.6150], [0.4728, 1.8986, -3.0856], [-2.7791, 0.7756, 5.2858], [3.6846, 0.7347, -0.5307], [-5.7011, 0.3905, -2.1652]],
  "mulliken_charge": [-0.087, -0.443, -0.209, -0.065, -0.187, -0.170, 0.567, -0.139, 0.308, 0.426],
  "largest_force_ev_per_a": 7.14,
  "de_lowest_kj_mol": 912.5,
  "orbital_gap_ev": 9.179
}